{
  "formula": "C6H14P",
  "method": "ωB97M-V/def2-TZVPD",
  "elements": ["C", "C", "C", "C", "C", "C", "P", "H", "H", "H", "H", "H", "H", "H", "H", "H", "H", "H", "H", "H", "H"],
  "positions_angstrom": [[0.889, 0.372, 1.330], [0.000, 0.898, -0.206], [-1.348, 1.631, 0.106], [0.743, 1.642, -1.332], [1.372, -1.914, -0.570], [-1.305, -1.795, 0.672], [0.156, -0.787, 0.211], [2.052, 0.473, 1.335], [0.337, 0.834, 2.178], [-1.547, 2.214, -0.755], [-1.270, 2.282, 1.021], [-2.159, 0.848, 0.264], [0.957, 2.597, -0.867], [-0.136, 1.741, -2.077], [1.598, 1.104, -1.752], [2.120, -1.125, -0.761], [0.896, -2.413, -1.308], [1.733, -2.484, 0.198], [-2.035, -1.806, -0.074], [-1.821, -1.454, 1.598], [-1.232, -2.861, 0.791]],
  "forces_ev_per_a": [[0.25, 1.19, -1.51], [0.81, 0.61, 1.34], [0.30, -2.00, 1.92], [-2.25, -1.12, -0.02], [-0.01, 5.22, 1.54], [-0.15, 0.81, 1.75], [-0.41, -2.05, 1.14], [-2.35, -0.17, -0.11], [0.54, -0.75, -0.65], [-0.59, 0.62, -0.62], [-0.09, -0.64, -0.99], [0.76, 1.30, -0.15], [0.43, 0.32, -0.54], [2.00, 0.14, 0.57], [-0.14, 0.42, 0.07], [0.23, -0.94, -0.99], [-0.87, -1.53, -2.75], [0.86, -1.81, 1.91], [-1.20, 0.79, -1.60], [0.55, 0.13, -0.62], [1.32, -0.53, 0.29]],
  "homo_lumo_gap_ha": 0.4188,
  "energy_ev": -15729.1165,
  "de_lowest_ev": 2.8208,
  "molar_mass_g_mol": 117.2,
  "charge": 1
}



{
  "formula": "C6H14P",
  "method": "ωB97M-V/def2-TZVPD",
  "elements": ["C", "C", "C", "C", "C", "C", "P", "H", "H", "H", "H", "H", "H", "H", "H", "H", "H", "H", "H", "H", "H"],
  "positions_angstrom": [[1.362, -1.616, 1.600], [0.250, 0.022, 1.171], [0.181, 1.180, 2.068], [-0.564, -1.639, -1.123], [-1.814, 0.899, -0.676], [1.164, 0.706, -1.600], [-0.160, 0.005, -0.561], [1.411, -2.503, 1.005], [1.523, -1.514, 2.671], [0.598, 2.012, 1.578], [0.905, 0.880, 2.810], [-0.727, 1.331, 2.476], [-1.429, -1.974, -0.567], [0.180, -2.329, -0.874], [-0.696, -1.678, -2.154], [-1.776, 1.956, -0.545], [-2.570, 0.524, 0.115], [-2.170, 0.962, -1.723], [2.040, 0.145, -1.695], [1.446, 1.719, -1.329], [0.846, 0.913, -2.648]],
  "forces_ev_per_a": [[-3.06, 5.29, 0.09], [2.50, -5.31, -0.94], [3.56, -2.26, -0.74], [-0.27, 0.58, 1.64], [-0.10, -0.39, 0.01], [-1.78, 1.81, -1.18], [-1.22, 0.85, 0.32], [-0.13, -0.15, -0.30], [0.22, -0.37, -0.37], [0.21, 1.50, -0.56], [0.02, 0.46, 0.90], [-3.15, 0.68, 1.35], [-0.49, 0.07, -0.11], [1.48, -0.94, 0.34], [-0.51, 0.11, -1.82], [0.75, 0.94, 0.85], [1.29, 0.15, -1.62], [-0.15, -1.13, 0.45], [1.24, -1.31, 0.37], [-0.01, 0.04, 0.76], [-0.38, -0.63, 0.55]],
  "homo_lumo_gap_ha": [0.3164, 0.3412],
  "energy_ev": -15726.1895,
  "de_lowest_ev": 5.7477,
  "molar_mass_g_mol": 117.2,
  "charge": 1
}



{
  "formula": "C6H14Si",
  "method": "ωB97M-V/def2-TZVPD",
  "elements": ["C", "C", "C", "C", "C", "C", "Si", "H", "H", "H", "H", "H", "H", "H", "H", "H", "H", "H", "H", "H", "H"],
  "positions_angstrom": [[1.092, 0.156, 1.021], [-0.435, -0.092, 1.025], [-1.413, 0.748, 1.838], [-0.734, -1.588, 1.090], [0.205, 2.090, -1.509], [0.977, -1.286, -2.286], [0.346, 0.434, -0.595], [1.546, 0.775, 1.809], [1.666, -0.837, 1.069], [-2.437, 0.396, 1.501], [-1.067, 1.716, 1.648], [-1.281, 0.420, 2.904], [-0.086, -2.016, 1.840], [-0.271, -2.111, 0.281], [-1.725, -1.804, 1.216], [0.005, 2.016, -2.527], [-0.599, 2.720, -1.271], [1.058, 2.773, -1.540], [0.912, -2.260, -1.728], [0.215, -1.209, -3.017], [2.025, -1.040, -2.768]],
  "forces_ev_per_a": [[1.66, -1.35, 1.57], [-0.48, -1.20, -1.01], [0.26, -3.24, 0.13], [3.23, 0.89, -0.01], [1.13, 0.14, 0.79], [1.45, 1.65, 2.37], [0.76, -1.05, -3.13], [-0.37, 0.27, -0.58], [-0.84, 1.31, -0.13], [0.99, 1.27, 0.40], [-0.61, 2.02, 0.24], [-0.22, 0.69, -0.65], [-0.34, -0.13, 1.31], [-0.38, -0.27, -1.23], [-2.51, -0.75, 0.24], [-0.24, -1.12, -2.11], [-1.37, 0.75, 1.27], [0.39, -0.39, 0.60], [0.36, 1.02, -0.71], [-0.74, 0.04, -0.69], [-2.12, -0.54, 1.32]],
  "homo_lumo_gap_ha": 0.3427,
  "energy_ev": -14323.3302,
  "de_lowest_ev": 3.2411,
  "molar_mass_g_mol": 114.3
}



{
  "formula": "C6H15BCdF4NO4S",
  "method": "ωB97M-V/def2-TZVPD",
  "elements": ["Cd", "S", "O", "O", "O", "O", "B", "F", "F", "F", "F", "C", "C", "N", "C", "C", "C", "C", "H", "H", "H", "H", "H", "H", "H", "H", "H", "H", "H", "H", "H", "H", "H"],
  "positions_angstrom": [[23.103, -5.806, -15.149], [19.336, -6.071, -16.652], [18.979, -6.205, -18.035], [18.140, -5.988, -15.831], [20.281, -7.056, -16.210], [20.241, -4.977, -16.464], [26.402, -5.685, -16.311], [25.388, -5.854, -17.250], [27.677, -5.665, -16.779], [26.048, -4.535, -15.682], [26.203, -6.646, -15.337], [23.083, -8.076, -11.298], [22.289, -6.802, -11.097], [22.814, -5.482, -11.479], [21.756, -4.452, -11.336], [22.274, -3.051, -11.782], [24.018, -5.064, -10.747], [23.851, -4.749, -9.247], [24.119, -7.996, -10.966], [23.159, -8.444, -12.320], [22.720, -8.910, -10.698], [21.324, -6.968, -11.575], [21.967, -6.692, -10.062], [21.418, -4.405, -10.301], [20.882, -4.703, -11.936], [22.887, -2.569, -11.021], [21.384, -2.422, -11.808], [22.772, -2.988, -12.750], [24.709, -5.907, -10.780], [24.579, -4.284, -11.261], [24.830, -4.780, -8.770], [23.466, -3.733, -9.157], [23.151, -5.382, -8.701]],
  "forces_ev_per_a": [[-0.01, 0.33, -0.50], [-5.21, -2.33, -1.04], [0.11, 0.05, -1.28], [0.44, 0.23, 0.60], [1.77, -2.98, 1.16], [3.77, 4.76, 1.03], [-0.68, -0.18, 0.28], [-0.64, -0.68, -1.49], [0.67, -0.15, -0.63], [-0.21, 2.93, 1.22], [-0.01, -1.95, 1.04], [1.28, -0.12, 0.10], [-0.99, 0.29, 0.55], [-0.14, 0.35, -0.80], [1.22, 0.35, -0.94], [-1.03, -0.15, 0.85], [0.41, -1.61, 0.50], [-0.19, 0.86, -0.45], [0.15, 0.29, 0.05], [-0.29, 0.31, -0.18], [-0.52, 0.19, 0.01], [0.00, 0.38, -0.51], [0.20, -0.45, 0.65], [-0.10, 0.12, 0.31], [0.15, -0.26, -0.13], [0.31, -0.23, -0.06], [-0.05, 0.15, -0.31], [-0.05, -0.37, 0.06], [0.00, -0.18, -0.24], [-0.46, 0.24, -0.03], [-0.07, -0.04, 0.08], [0.02, 0.12, 0.27], [0.16, -0.28, -0.19]],
  "homo_lumo_gap_ha": 0.1444,
  "energy_ev": -43093.9541,
  "de_lowest_ev": 6.3890,
  "molar_mass_g_mol": 396.5,
  "charge": -1
}



{
  "formula": "C6H15BCsF4NO2",
  "method": "ωB97M-V/def2-TZVPD",
  "elements": ["Cs", "B", "F", "F", "F", "F", "C", "O", "C", "C", "N", "C", "C", "O", "C", "H", "H", "H", "H", "H", "H", "H", "H", "H", "H", "H", "H", "H", "H", "H"],
  "positions_angstrom": [[1.881, 2.207, 0.480], [3.964, 5.102, -0.390], [4.633, 5.457, -1.518], [2.656, 4.778, -0.560], [4.582, 3.966, 0.079], [4.168, 6.146, 0.475], [-0.613, -1.021, -2.853], [-0.465, -2.087, -1.831], [0.860, -2.236, -1.347], [1.088, -1.102, -0.336], [0.082, -0.512, 0.494], [-0.303, -1.452, 1.557], [-1.711, -1.012, 2.140], [-2.669, -0.425, 1.234], [-4.060, -0.515, 1.524], [-1.552, -0.490, -2.699], [-0.542, -1.428, -3.861], [0.128, -0.235, -2.710], [1.648, -2.336, -2.094], [0.707, -3.156, -0.784], [1.422, -0.259, -0.940], [2.015, -1.283, 0.207], [-0.826, -0.389, 0.070], [0.489, -1.739, 2.248], [-0.590, -2.358, 1.025], [-1.393, -0.377, 2.967], [-2.229, -1.883, 2.542], [-4.293, 0.230, 2.285], [-4.462, -1.441, 1.934], [-4.616, -0.149, 0.661]],
  "forces_ev_per_a": [[0.35, 0.48, 0.00], [2.27, 1.12, 0.15], [0.06, 0.20, -2.25], [-2.60, -0.24, -0.46], [0.55, -2.24, 1.24], [-0.67, 0.75, 1.43], [0.21, -0.56, 1.26], [-0.33, 1.50, -2.23], [-2.21, -0.34, 1.91], [2.01, 1.54, -1.84], [-0.20, -0.73, 1.88], [-2.74, -0.69, -1.88], [0.29, -0.34, 1.07], [1.52, -0.44, -0.56], [0.17, 1.29, 0.88], [-0.27, -0.52, -0.03], [-0.02, -0.06, 0.11], [0.38, -0.17, -0.10], [-0.03, 0.18, -0.04], [0.78, -0.36, -0.12], [0.15, 0.18, -0.59], [-0.14, -0.38, 0.62], [0.15, 0.30, -1.08], [-0.27, 0.65, 0.41], [0.37, -0.66, 0.05], [-0.92, 0.69, 0.19], [0.41, -0.22, 0.34], [0.00, 0.14, 0.35], [0.48, -0.51, -0.47], [0.25, -0.55, -0.25]],
  "homo_lumo_gap_ha": 0.3493,
  "energy_ev": -24148.8882,
  "de_lowest_ev": 2.4878,
  "molar_mass_g_mol": 352.9
}



{
  "formula": "C6H15BrMnNO2",
  "method": "ωB97M-V/def2-TZVPD",
  "elements": ["Mn", "Br", "C", "O", "C", "C", "N", "C", "C", "O", "C", "H", "H", "H", "H", "H", "H", "H", "H", "H", "H", "H", "H", "H", "H", "H"],
  "positions_angstrom": [[-7.823, -13.393, 16.487], [-8.511, -14.921, 17.537], [-9.766, -14.107, 14.022], [-9.377, -13.453, 15.231], [-10.508, -12.886, 15.853], [-10.089, -12.391, 17.279], [-8.676, -12.040, 17.291], [-8.031, -11.936, 18.654], [-6.555, -11.849, 18.535], [-6.318, -13.118, 17.886], [-4.971, -13.521, 17.749], [-10.499, -13.708, 13.320], [-10.204, -15.061, 14.315], [-8.844, -14.536, 13.632], [-11.239, -13.691, 15.923], [-10.810, -12.023, 15.260], [-10.199, -13.267, 17.919], [-10.650, -11.561, 17.708], [-8.745, -11.068, 17.025], [-8.191, -12.855, 19.218], [-8.592, -11.170, 19.189], [-6.135, -11.799, 19.540], [-6.287, -11.004, 17.900], [-4.491, -12.854, 17.033], [-4.752, -14.553, 17.476], [-4.508, -13.366, 18.723]],
  "forces_ev_per_a": [[6.73, 1.77, -7.53], [-3.07, -9.51, 5.25], [0.80, -2.94, 0.39], [-1.14, 1.11, -2.35], [-0.01, 1.14, 1.11], [-1.13, -1.33, 0.52], [-1.94, 5.56, 2.98], [-2.18, -0.10, 0.90], [-0.43, -0.16, -0.45], [1.01, 0.32, 0.09], [1.57, 1.05, 0.67], [0.60, 1.11, 0.22], [-0.62, -0.08, 0.40], [0.04, 0.89, -0.82], [-0.44, 0.43, 0.11], [-0.49, -0.21, -0.17], [-0.25, 0.47, 0.23], [-0.49, -0.08, -0.47], [0.71, 0.42, -0.62], [-0.45, -0.07, -0.25], [0.64, 0.40, 0.21], [0.40, -0.03, -0.21], [0.64, -0.01, 0.03], [0.26, -0.07, -0.08], [-1.05, -0.05, -0.14], [0.29, -0.04, -0.02]],
  "homo_lumo_gap_ha": [0.3109, 0.3492],
  "energy_ev": -113403.5927,
  "s2": 8.759,
  "de_lowest_ev": 0.0000,
  "spin_multiplicity": 6,
  "molar_mass_g_mol": 268.0,
  "charge": 1
}